1.
Computed, not measured: a single C3H9NO molecule in a non-equilibrium geometry, with wB97M-V/def2-TZVPD.

Structure (XYZ):
```
14
C3H9NO | the OMol25 dataset | wB97M-V/def2-TZVPD
C -0.451 0.390 -1.104
N 0.667 0.694 -0.073
C 1.601 -0.085 0.762
O 1.073 -1.206 1.387
C -1.759 0.149 -0.365
H -0.040 -0.554 -1.584
H -0.287 1.279 -1.785
H 0.407 1.465 0.554
H 1.823 0.497 1.683
H 2.376 -0.628 0.206
H 0.571 -1.820 0.857
H -1.601 0.262 0.712
H -1.750 -0.963 -0.505
H -2.630 0.519 -0.745
```

Calculated values
HOMO energy (Eh): -0.3162
Calculated total energy (hartree): -249.61390
Kohn-Sham gap (eV): 9.54
SMILES: CCNCO
Relative energy (zero: lowest compared OMol25 entry of this formula, charge and spin) (kJ/mol): 262.0
Maximum force (eV/A): 4.5
Molar mass (g mol⁻¹): 75.111
LUMO energy (eV): 0.9311

Löwdin atomic charge list, values in e, 5 entries: -0.2303 -0.0905 -0.3074 -0.0922 -0.0933

=====

2.
Computed, not measured: an isolated ion of composition C12H19Cl2N2O2 and charge +1, with wB97M-V/def2-TZVPD.

Structure (XYZ):
```
37
C12H19Cl2N2O2 | the OMol25 dataset | wB97M-V/def2-TZVPD
C 3.524 -0.210 -0.764
H 3.667 0.073 0.282
H 3.663 0.656 -1.407
H 4.245 -0.980 -1.032
O 2.181 -0.640 -0.984
C 1.751 -1.733 -0.257
C 2.270 -3.020 -0.428
C 1.775 -4.083 0.313
C 0.739 -3.878 1.211
C 0.182 -2.615 1.358
C 0.687 -1.545 0.636
C 0.096 -0.167 0.795
N -0.230 0.417 -0.524
H 0.642 0.327 -1.074
C -1.390 -0.190 -1.203
H -1.266 -0.072 -2.279
H -1.462 -1.251 -0.969
C -2.636 0.594 -0.737
N -2.258 1.994 -0.727
H -2.576 2.491 -1.548
C -2.466 2.776 0.479
C -1.320 3.782 0.598
H -1.416 4.345 1.532
H -1.348 4.483 -0.245
O -0.103 3.046 0.576
H 0.629 3.665 0.663
H -2.431 2.108 1.342
H -3.421 3.313 0.499
H -3.477 0.374 -1.399
H -2.918 0.279 0.269
H -0.515 1.438 -0.419
H 0.810 0.501 1.284
H -0.804 -0.212 1.408
H -0.634 -2.470 2.047
Cl 0.122 -5.195 2.124
H 2.191 -5.068 0.177
Cl 3.499 -3.334 -1.596
```

Calculated values
HOMO energy (Eh): -0.4410
Calculated total energy (hartree): -1648.80089
Kohn-Sham gap (eV): 9.62
SMILES: COc1c(Cl)cc(Cl)cc1C[NH2+]CCNCCO
Relative energy (zero: lowest compared OMol25 entry of this formula, charge and spin) (kJ/mol): 0.0
Maximum force (eV/A): 0.7
Charge: +1
Molar mass (g mol⁻¹): 294.202
LUMO energy (eV): -2.3779

Löwdin atomic charge list, values in e, 5 entries: -0.0480 0.1047 0.1019 0.0516 -0.1554

=====

3.
Computed, not measured: C5H7O4Tm as an isolated structure in a non-equilibrium geometry, with wB97M-V/def2-TZVPD.

Structure (XYZ):
```
17
C5H7O4Tm | the OMol25 dataset | wB97M-V/def2-TZVPD
O 1.658 -0.981 0.314
C 4.375 2.289 -0.957
O 3.300 1.971 -0.799
O -0.101 1.989 0.862
C -0.867 1.898 -0.363
C -1.740 0.678 -0.320
O -0.867 -0.491 -0.539
C -0.709 -1.487 0.459
C 0.726 -2.009 0.319
Tm 1.058 0.827 -0.274
H -1.471 2.802 -0.570
H -2.500 0.674 -1.117
H -2.237 0.506 0.658
H -1.446 -2.299 0.337
H -0.849 -1.036 1.457
H 0.775 -2.606 -0.618
H 0.896 -2.724 1.150
```

Calculated values
Multiplicity: 3
HOMO energy (alpha / beta) (Eh): -0.2480 / -0.2514
Calculated total energy (hartree): -1580.81809
Kohn-Sham gap (alpha / beta) (eV): 6.55 / 6.64
Expectation value of S²: 2.00
Maximum force (eV/A): 2.1
Molar mass (g mol⁻¹): 300.041
LUMO energy (alpha / beta) (eV): -0.1997 / -0.1980

Löwdin atomic charge list, values in e, 5 entries: -0.3864 0.1193 -0.0216 -0.4087 -0.4565

=====

4.
Computed, not measured: a 2-piece molecular cluster, C25H29N2 overall in a non-equilibrium geometry, with wB97M-V/def2-TZVPD.

Structure (XYZ):
```
56
C25H29N2 | the OMol25 dataset | wB97M-V/def2-TZVPD
C -1.891 -3.552 1.591
C -1.192 -2.445 2.384
C -1.778 -2.329 3.788
C 0.329 -2.510 2.361
C 1.013 -1.459 2.982
C 2.402 -1.379 2.913
C 3.105 -2.369 2.232
C 2.443 -3.447 1.647
C 1.049 -3.522 1.715
H -1.335 -3.789 0.680
H -1.990 -4.464 2.194
H -2.901 -3.204 1.342
H -1.206 -1.634 4.413
H -2.808 -1.950 3.718
H -1.793 -3.317 4.258
H 0.423 -0.696 3.496
H 2.907 -0.538 3.385
H 4.187 -2.288 2.140
H 2.991 -4.224 1.116
H 0.511 -4.351 1.256
C -1.958 3.509 2.631
N -1.709 3.750 1.221
C -2.361 3.105 0.203
H -1.455 -1.501 1.927
C -3.814 2.922 0.111
C -4.578 4.007 -0.385
C -5.961 3.906 -0.495
C -6.617 2.723 -0.123
C -8.108 2.589 -0.238
C -5.863 1.651 0.355
C -4.482 1.736 0.482
N -1.489 3.004 -0.851
C -1.449 1.862 -1.750
C -0.341 3.772 -0.564
C -0.478 4.243 0.728
C 0.421 5.139 1.282
C 1.455 5.602 0.450
C 1.601 5.112 -0.863
C 0.715 4.146 -1.375
H -1.333 4.206 3.197
H -3.025 3.627 2.857
H -1.653 2.477 2.887
H -4.063 4.925 -0.676
H -6.537 4.751 -0.874
H -8.394 1.591 0.109
H -8.621 3.341 0.371
H -8.440 2.721 -1.274
H -6.391 0.739 0.630
H -3.887 0.904 0.861
H -0.665 2.051 -2.491
H -1.175 0.959 -1.179
H -2.432 1.690 -2.196
H 0.280 5.467 2.309
H 2.148 6.354 0.826
H 2.401 5.491 -1.498
H 0.805 3.705 -2.367
```

Calculated values
HOMO energy (Eh): -0.3982
Calculated total energy (hartree): -1079.33101
Kohn-Sham gap (eV): 7.26
Relative energy (zero: lowest compared OMol25 entry of this formula, charge and spin) (kJ/mol): 0.0
Maximum force (eV/A): 2.3
Charge: +1
Molar mass (g mol⁻¹): 357.521
LUMO energy (eV): -3.5733

Löwdin atomic charge list, values in e, 5 entries: -0.0758 -0.4007 -0.0715 -0.1981 -0.0586

=====

5.
Computed, not measured: a 2-piece molecular cluster, C5H8N2O2S overall in a non-equilibrium geometry, with wB97M-V/def2-TZVPD.

Structure (XYZ):
```
18
C5H8N2O2S | the OMol25 dataset | wB97M-V/def2-TZVPD
C -0.112 2.525 1.759
C 3.515 -0.783 -1.744
C 0.070 -1.590 -0.142
C -1.858 0.764 -0.379
C -0.375 0.646 0.297
N -0.257 1.432 1.313
N 0.526 -0.262 -0.268
O 3.677 -0.371 -2.774
O 3.266 -1.070 -0.680
S -3.143 0.269 0.687
H -0.544 2.836 2.649
H 0.864 -2.253 -0.705
H 0.073 -1.925 0.887
H -0.962 -1.739 -0.610
H -1.890 -0.017 -1.262
H -2.026 1.747 -0.699
H 1.501 -0.303 -0.043
H -2.325 0.093 1.713
```

Calculated values
HOMO energy (Eh): -0.2640
Calculated total energy (hartree): -853.37245
Kohn-Sham gap (eV): 7.53
Relative energy (zero: lowest compared OMol25 entry of this formula, charge and spin) (kJ/mol): 448.8
Maximum force (eV/A): 5.0
Molar mass (g mol⁻¹): 160.198
LUMO energy (eV): 0.3489

Löwdin atomic charge list, values in e, 5 entries: 0.0315 -0.4585 -0.1432 -0.5286 -0.3554

=====

6.
Computed, not measured: a single C9H15N3O6 molecule in a non-equilibrium geometry, with wB97M-V/def2-TZVPD.

Structure (XYZ):
```
33
C9H15N3O6 | the OMol25 dataset | wB97M-V/def2-TZVPD
C -1.588 0.117 0.496
C -0.309 -0.221 0.862
C -2.492 -1.092 0.006
C -4.026 -0.768 -0.435
C -4.949 0.117 0.349
C 2.084 0.492 0.178
C 2.393 1.962 0.210
C 2.950 -0.468 -0.640
C 4.333 -0.741 0.049
H -0.962 1.940 -0.207
H -2.698 1.778 -0.618
H -2.116 0.354 1.453
H -1.891 -1.576 -0.757
H -2.492 -1.815 0.818
H -4.623 -1.624 -0.636
H -3.909 -0.213 -1.387
H -5.816 0.213 -1.442
H 0.258 1.112 -0.703
H 2.254 0.049 1.209
H 3.308 -0.217 -1.680
H 2.361 -1.381 -0.860
H 4.590 -2.622 -0.611
H 5.812 -2.216 0.403
H 4.313 1.550 0.612
N -1.749 1.304 -0.487
N 0.675 0.389 -0.115
N 5.155 -1.798 -0.286
O 0.064 -0.745 1.929
O -4.864 0.544 1.490
O -5.998 0.464 -0.439
O 1.461 2.754 0.145
O 4.781 0.078 0.925
O 3.692 2.282 0.170
```

Calculated values
HOMO energy (Eh): -0.3525
Calculated total energy (hartree): -967.63662
Kohn-Sham gap (eV): 9.88
SMILES: NC(=O)C[C@H](NC(=O)[C@@H](N)CCC(=O)O)C(=O)O
Relative energy (zero: lowest compared OMol25 entry of this formula, charge and spin) (kJ/mol): 351.7
Maximum force (eV/A): 9.0
Molar mass (g mol⁻¹): 261.234
LUMO energy (eV): 0.2881

Löwdin atomic charge list, values in e, 5 entries: -0.3058 -0.3829 -0.0676 -0.0822 -0.5302